Record 1
{"formula": "C2H11N5", "method": "ωB97M-V with the def2-TZVPD basis set", "orbital_gap_ha": 0.3292, "charge": 0, "de_lowest_ev": 4.295, "homo_energy_ha": -0.3161, "smiles": "[H]/N=C/C.[H]/N=N\\N.N", "e_tot_ev": -9699.1193, "symbols": ["H", "N", "C", "C", "H", "H", "H", "H", "H", "N", "N", "N", "H", "H", "N", "H", "H", "H"], "coordinates": [[0.9885, 0.1513, -1.6708], [1.9451, -0.0098, -1.3504], [1.9994, -0.2700, -0.1194], [3.2944, -0.5636, 0.5649], [1.1125, -0.2951, 0.5285], [4.1254, -0.4599, -0.1304], [3.4348, 0.1178, 1.4068], [3.2804, -1.5760, 0.9754], [-1.9291, 0.1696, -1.9506], [-1.2360, 0.3308, -1.2010], [-1.2611, -0.5135, -0.2537], [-2.2863, -1.3275, -0.1399], [-2.4199, -1.7295, 0.7739], [-3.1122, -1.2260, -0.7306], [-2.0971, 1.7289, 0.8406], [-1.7193, 1.5625, -0.3252], [-1.3510, 1.5545, 1.5100], [-2.7683, 2.3555, 1.2721]]}

Record 2
{"formula": "C2H11N7", "method": "ωB97M-V with the def2-TZVPD basis set", "orbital_gap_ha": 0.3203, "charge": 2, "homo_energy_ha": -0.6275, "e_tot_ev": -12663.6823, "symbols": ["C", "C", "N", "N", "N", "N", "N", "N", "N", "H", "H", "H", "H", "H", "H", "H", "H", "H", "H", "H"], "coordinates": [[2.5245, 0.2901, -0.2328], [-2.0012, 0.6386, 0.3310], [3.2868, -0.0928, 0.8103], [-1.8793, -0.0595, 1.4630], [3.0656, 0.9245, -1.2524], [-2.7401, 0.0519, -0.6066], [1.1999, 0.1439, -0.0560], [-3.0240, -1.2041, -0.3655], [0.3308, -0.5798, -0.4151], [4.1619, 0.4368, 0.9713], [-1.3519, 0.4059, 2.1963], [3.8077, 1.5725, -1.3590], [2.4315, 1.1633, -2.0060], [-3.1557, 0.6871, -1.3680], [-2.6357, -0.8522, 1.4933], [-2.2277, -1.7499, -0.3238], [-3.9475, -1.4141, -0.1044], [2.9295, -0.5538, 1.6368], [-1.4418, 1.5610, 0.1620], [0.6666, -1.3695, -0.9744]]}

Record 3
{"formula": "C2H11NO2", "method": "ωB97M-V with the def2-TZVPD basis set", "orbital_gap_ha": 0.3491, "charge": 0, "de_lowest_ev": 1.594, "homo_energy_ha": -0.3240, "smiles": "CNC.O.O", "e_tot_ev": -7836.3323, "symbols": ["C", "N", "C", "H", "H", "H", "H", "H", "H", "H", "O", "H", "H", "O", "H", "H"], "coordinates": [[-0.6249, 1.0484, -0.6269], [0.1203, 1.8629, 0.3671], [0.8591, 0.9895, 1.3431], [-0.4510, -0.0101, -0.5429], [-1.7116, 1.1888, -0.7452], [-0.2678, 1.4855, -1.5622], [-0.5225, 2.3154, 1.0111], [1.1232, 0.0636, 0.8405], [0.3087, 0.7436, 2.2578], [1.7806, 1.5289, 1.5707], [0.1727, -2.2093, 1.0225], [0.0102, -2.1104, 1.9495], [-0.3742, -1.6700, 0.4490], [-0.3237, -1.3800, -2.4484], [-0.7286, -2.2620, -2.3873], [0.6294, -1.5846, -2.4983]]}

Record 4
{"formula": "C2H11NO2", "method": "ωB97M-V with the def2-TZVPD basis set", "orbital_gap_ha": 0.3530, "charge": 0, "de_lowest_ev": 1.830, "homo_energy_ha": -0.3257, "smiles": "CNC.O.O", "e_tot_ev": -7836.0968, "symbols": ["C", "N", "C", "H", "H", "H", "H", "H", "H", "H", "O", "H", "H", "O", "H", "H"], "coordinates": [[1.8398, 0.2977, 0.1278], [2.2225, -0.9274, -0.6288], [0.9624, -1.5516, -1.0535], [2.4731, 1.2417, -0.1542], [2.1011, -0.0444, 1.1548], [0.7298, 0.5210, 0.1636], [2.7706, -0.5928, -1.4335], [0.3043, -0.9473, -1.7480], [0.9762, -2.5729, -1.4827], [0.3931, -1.8266, -0.0556], [-2.1474, 0.5198, -1.0901], [-2.8436, 0.5666, -0.4336], [-2.2688, -0.3417, -1.4420], [-2.0462, 1.4041, 2.3254], [-2.1152, 0.6951, 2.9025], [-1.3432, 1.9252, 2.6026]]}

Record 5
{"formula": "C2H11NO2S2", "method": "ωB97M-V with the def2-TZVPD basis set", "orbital_gap_ha": 0.3173, "charge": 0, "de_lowest_ev": 1.521, "homo_energy_ha": -0.3086, "smiles": "NCCSS.O.O", "e_tot_ev": -29506.6358, "symbols": ["N", "C", "C", "S", "S", "H", "H", "H", "H", "H", "H", "H", "O", "H", "H", "O", "H", "H"], "coordinates": [[1.6241, -0.5772, -1.4507], [0.3898, -1.2081, -0.8324], [-0.8891, -0.2314, -0.9632], [-2.3807, -0.7063, 0.0033], [-3.5841, 1.0370, -0.1123], [2.1296, -1.1462, -2.0592], [2.1648, -0.3250, -0.6917], [0.1136, -2.1101, -1.4132], [0.6151, -1.5751, 0.1789], [-0.5042, 0.7314, -0.8899], [-1.3583, -0.5404, -1.8908], [-4.4499, 0.7472, 0.9406], [2.5048, 1.3038, 1.0152], [2.5688, 0.7847, 1.8408], [1.5437, 1.2782, 0.8926], [0.0473, 0.4967, 1.8257], [0.0197, 1.2915, 2.4976], [-0.5550, 0.7493, 1.1086]]}

Record 6
{"formula": "C2H11NO2S2", "method": "ωB97M-V with the def2-TZVPD basis set", "orbital_gap_ha": [0.3160, 0.1735], "charge": 1, "de_lowest_ev": 0.754, "homo_energy_ha": [-0.4958, -0.4954], "e_tot_ev": -29498.7722, "multiplicity": 2, "symbols": ["N", "C", "C", "S", "S", "H", "H", "H", "H", "H", "H", "H", "H", "H", "O", "H", "H", "O"], "coordinates": [[3.5638, -0.7388, 0.3791], [2.8537, 0.4969, 0.5024], [1.6152, 0.1712, 1.4197], [0.4995, 1.5658, 1.3572], [-1.3844, 0.7007, 1.4296], [4.0104, -0.9678, 1.2572], [4.2353, -0.7726, -0.3758], [3.4322, 1.3443, 0.8630], [2.4644, 0.8720, -0.4478], [1.0561, -0.6561, 0.9721], [1.9811, 0.0507, 2.4220], [-1.5002, 1.0359, 2.7355], [-1.9778, -2.0573, -2.8585], [-1.4206, -3.4562, -2.7144], [-1.1837, -2.5875, -3.0528], [-4.7453, -0.8184, -4.0772], [-3.7278, -0.4964, -3.0172], [-4.1698, -1.2421, -3.4313]]}

Record 7
{"formula": "C2H11NO4", "method": "ωB97M-V with the def2-TZVPD basis set", "orbital_gap_ha": 0.3896, "charge": 0, "de_lowest_ev": 1.028, "homo_energy_ha": -0.3663, "smiles": "CNC=O.O.O.O", "e_tot_ev": -11932.7289, "symbols": ["C", "N", "C", "O", "H", "H", "H", "H", "H", "O", "H", "H", "O", "H", "H", "O", "H", "H"], "coordinates": [[-0.9108, 1.4623, 1.1643], [0.3051, 1.4930, 0.3425], [1.0870, 0.4203, 0.1477], [2.1351, 0.4192, -0.4971], [-1.2814, 0.4509, 1.1863], [-0.6442, 1.8015, 2.1504], [-1.7306, 2.0217, 0.6969], [0.6503, 2.3210, -0.1070], [0.8731, -0.4216, 0.8340], [-1.1414, -1.4915, -0.5585], [-0.1738, -1.5852, -0.5882], [-1.3434, -1.4171, -1.5012], [0.3421, 0.2436, -2.8545], [0.8404, -0.3822, -3.4048], [0.9952, 0.4908, -2.1774], [-1.0117, -1.7654, 2.4472], [-1.3613, -2.5149, 2.9436], [-1.2219, -2.0037, 1.5301]]}

Record 8
{"formula": "C2H11NO4", "method": "ωB97M-V with the def2-TZVPD basis set", "orbital_gap_ha": 0.3695, "charge": 0, "de_lowest_ev": 1.563, "homo_energy_ha": -0.3499, "smiles": "CNC=O.O.O.O", "e_tot_ev": -11932.1943, "symbols": ["C", "N", "C", "O", "H", "H", "H", "H", "H", "O", "H", "H", "O", "H", "H", "O", "H", "H"], "coordinates": [[0.6770, -1.4305, 1.4555], [-0.6154, -1.2129, 0.7931], [-1.2185, -1.9414, -0.2206], [-2.2563, -1.5269, -0.7644], [0.4148, -1.9420, 2.4766], [1.3191, -2.0914, 0.8445], [1.1280, -0.4223, 1.6739], [-0.9354, -0.1823, 0.8368], [-0.7402, -2.9681, -0.5624], [2.0281, 1.8415, -1.2084], [1.4161, 2.1729, -1.8480], [1.8349, 0.8876, -1.2657], [-1.0891, 1.2000, -1.7500], [-1.4534, 0.2892, -1.6574], [-1.6852, 1.9490, -1.5801], [0.1489, 1.4812, 0.8888], [0.4518, 2.1064, 0.1943], [0.5750, 1.7900, 1.6935]]}

| no. | maximum force (eV/Å) |
| --- | --- |
| 1 | 5.21 |
| 2 | 5.41 |
| 3 | 2.31 |
| 4 | 3.22 |
| 5 | 3.97 |
| 6 | 1.99 |
| 7 | 2.04 |
| 8 | 2.39 |